Entry 1:
13
Properties=species:S:1:pos:R:3:forces:R:3:mulliken_charge:R:1 method="wB97M-V/def2-TZVPD" de_lowest_ev=6.062 energy_ev=-9371.03314 homo_energy_ev="-8.23 / -8.23"
O 2.359862 -0.762063 -0.760059 -1.17 0.47 0.19 -0.311
O -1.682092 1.557786 -0.915440 0.57 -0.07 0.00 -0.465
C 1.268615 -0.421631 -0.604086 0.53 -0.82 -0.53 0.639
C -0.038389 -0.082237 -0.483024 0.04 0.15 -0.15 0.091
C -1.112272 -1.094724 0.030251 -0.08 -0.22 -0.08 -0.347
C -0.356229 -0.473569 1.100339 -0.45 -0.45 0.21 -0.869
C -0.509412 1.291884 -0.857251 -0.35 0.08 -0.05 -0.021
H 0.875738 0.852422 1.447513 0.82 0.55 0.03 -0.009
H 0.268349 2.053084 -1.045557 -0.05 -0.09 -0.01 0.341
H 1.559278 1.015433 1.122274 0.11 0.42 0.57 0.122
H 0.456463 -1.157656 1.420013 -0.18 0.11 0.01 0.240
H -1.031280 -2.152362 -0.209237 0.10 0.07 -0.26 0.321
H -2.058635 -0.626362 -0.245731 0.12 -0.19 0.06 0.268

---

Entry 2:
13
Properties=species:S:1:pos:R:3:forces:R:3:mulliken_charge:R:1 method="wB97M-V/def2-TZVPD" de_lowest_ev=2.059 smiles="C=C=C(C=O)CO" energy_ev=-9375.03616 homo_energy_ev=-9.95
O 2.118100 0.331863 -1.247068 -0.04 0.14 -0.12 -0.541
O -0.258533 1.628580 -1.828975 -0.18 -0.33 0.27 -0.545
C -1.559821 -1.300432 1.538194 0.13 0.07 -0.12 -0.848
C -0.739195 -0.674079 0.743655 -0.05 -0.03 0.02 0.072
C 1.505622 0.242478 0.012504 -0.06 -0.10 0.33 -0.444
C -0.751179 0.769915 -1.124024 0.08 0.27 -0.21 -0.078
C 0.000240 0.029833 -0.084718 -0.11 -0.03 0.09 0.582
H 1.692847 1.143814 0.617394 -0.04 -0.09 -0.12 0.230
H 1.677481 1.062741 -1.709241 0.10 -0.15 -0.03 0.347
H -1.997232 -0.790584 2.393483 0.10 -0.07 -0.10 0.247
H 1.964494 -0.603056 0.531777 -0.11 0.12 -0.02 0.347
H -1.820566 0.497969 -1.214786 0.11 0.07 0.01 0.384
H -1.832253 -2.339046 1.371800 0.08 0.12 -0.01 0.247

---

Entry 3:
13
Properties=species:S:1:pos:R:3:forces:R:3:mulliken_charge:R:1 method="wB97M-V/def2-TZVPD" de_lowest_ev=5.254 energy_ev=-9371.84154 homo_energy_ev=-8.20
O 0.443995 -1.006071 1.109182 -0.90 0.52 1.84 -0.207
O -1.604159 -0.499908 0.211332 -1.19 0.30 1.64 -0.469
C -0.872502 -0.511303 1.502643 -1.08 -3.41 -3.56 -0.297
C 0.622499 -0.958340 -0.194884 0.12 -0.30 -0.98 -0.295
C 1.442370 0.747973 -1.026749 -0.17 -0.71 -1.23 -0.539
C 0.184140 0.893548 -0.558644 -1.04 1.86 0.57 -0.144
C -0.681909 -0.313830 -0.768861 3.14 0.68 0.17 0.115
H 2.335403 1.296070 -0.804344 0.04 0.47 0.44 0.332
H -0.990747 0.399710 1.972697 0.81 2.18 0.86 0.374
H 1.541484 0.069912 -1.879898 0.28 0.44 0.23 0.220
H -0.178303 1.632657 0.218082 0.94 -0.99 -0.77 0.246
H -0.861034 -0.462795 -1.824004 -0.98 -0.75 0.22 0.399
H -1.381236 -1.287623 2.043448 0.03 -0.28 0.59 0.266